[1]
Below is an isolated molecule of C6H7N, with properties calculated with the ωB97M-V functional and the def2-TZVPD basis.

XYZ file:
```
14
Properties=species:S:1:pos:R:3:forces:R:3:lowdin_charge:R:1
C 1.392 -1.244 -1.778 -1.790 -0.022 -0.507 0.019
C 1.432 -0.888 -0.483 -2.166 -1.170 -4.949 -0.121
C 0.263 -0.306 0.039 0.130 2.001 6.327 -0.294
C 0.286 0.304 1.362 -2.196 0.219 -2.741 0.005
C -0.881 1.136 1.450 1.402 -2.964 -3.062 -0.089
C -1.594 0.991 0.298 0.455 -0.578 -0.772 -0.109
N -0.919 0.077 -0.479 -0.250 -0.031 -1.176 0.044
H 0.417 -1.175 -2.325 0.803 0.094 0.556 0.061
H 2.123 -1.634 -2.442 1.065 -0.238 0.178 0.036
H 2.325 -0.953 -0.018 2.396 -0.013 2.184 0.074
H 0.962 0.279 2.165 1.242 -0.329 0.362 0.081
H -1.033 1.826 2.131 -0.906 3.029 3.416 0.040
H -2.359 1.532 -0.241 -0.369 -0.055 0.735 0.111
H -1.382 -0.376 -1.240 0.184 0.057 -0.551 0.142
```
Forces are in eV/Å.

Properties
- LUMO level (eV) = 1.04
- multiplicity = 1
- structure (SMILES) = C=Cc1ccc[nH]1
- Kohn-Sham gap (hartree) = 0.3170
- HOMO level (eV) = -7.59

[2]
Below is a structure of composition C51H49AsBaBrIN4O2, with properties calculated with the ωB97M-V functional and the def2-TZVPD basis.

XYZ file:
```
110
Properties=species:S:1:pos:R:3:forces:R:3:lowdin_charge:R:1
Ba -2.511 0.424 0.510 0.075 0.080 -0.665 1.794
C 0.794 -0.860 0.837 -0.684 0.362 -1.029 -0.094
N -0.208 -1.693 0.058 1.403 0.793 1.544 -0.203
C 0.233 -1.997 -1.289 2.245 0.017 0.354 -0.266
C -0.808 -2.183 -2.311 -0.275 -0.405 -1.228 -0.184
C -1.591 -0.878 -2.493 0.935 0.698 0.050 -0.252
N -2.912 -0.835 -1.904 -0.085 0.073 0.185 -0.117
C -3.837 -1.551 -2.400 0.573 -0.334 -0.049 -0.162
C -5.217 -1.689 -1.990 2.085 0.518 -0.381 -0.155
C -5.933 -2.347 -2.990 -1.089 -0.323 0.709 -0.112
C -7.287 -2.435 -2.910 -0.391 -0.599 -0.750 -0.150
C -7.943 -1.856 -1.806 1.236 -0.360 -1.329 -0.131
C -7.240 -1.168 -0.884 1.063 0.687 1.991 -0.028
C -5.773 -1.031 -0.838 -1.118 0.261 -0.758 -0.381
O -5.143 -0.353 0.036 -0.624 -0.855 -0.903 -0.189
C -0.219 -2.859 0.909 -0.470 -0.892 1.148 -0.281
C -1.326 -3.866 0.642 0.863 -0.963 1.186 -0.169
C -2.692 -3.230 0.644 -0.888 0.916 -1.010 -0.251
N -2.982 -2.265 1.700 2.148 -0.314 -1.325 -0.008
C -3.963 -2.475 2.429 -1.232 -0.234 1.839 -0.167
C -4.467 -1.563 3.420 -1.710 1.201 0.597 -0.111
C -5.555 -2.005 4.227 0.722 -0.922 -0.468 -0.093
C -6.105 -1.271 5.241 -1.644 -0.608 1.549 -0.172
C -5.602 0.002 5.483 1.112 0.084 1.225 -0.129
C -4.580 0.474 4.688 -1.467 1.897 0.513 -0.064
C -4.114 -0.132 3.523 -0.615 -3.321 1.258 -0.470
O -3.317 0.458 2.792 1.202 1.033 -0.934 -0.345
H 1.817 -1.316 0.878 -0.690 0.218 -0.118 0.095
H 0.377 -0.773 1.844 0.345 0.136 -0.100 0.070
H 0.800 0.136 0.410 0.348 0.337 -0.148 0.045
H 0.868 -2.887 -1.286 0.200 -0.519 0.274 0.109
H 0.958 -1.239 -1.672 -0.689 0.060 0.470 0.104
H -1.487 -2.985 -2.063 -0.324 -0.324 0.228 0.091
H -0.246 -2.567 -3.218 -0.792 0.775 0.526 0.131
H -1.601 -0.628 -3.544 -0.310 0.180 -0.555 0.102
H -0.968 -0.070 -2.011 -0.675 -0.512 -0.429 0.086
H -3.605 -2.186 -3.271 0.125 0.091 -0.120 0.118
H -5.475 -2.887 -3.810 0.496 0.354 0.014 0.097
H -7.756 -2.965 -3.741 -0.511 0.137 0.499 0.080
H -8.980 -1.962 -1.753 -1.579 0.066 0.310 0.071
H -7.751 -0.717 -0.045 -0.161 0.113 0.108 0.098
H -0.264 -2.507 1.963 -0.673 -0.269 -0.696 0.114
H 0.767 -3.340 0.929 0.221 -0.352 -0.500 0.111
H -1.328 -4.601 1.514 0.190 0.725 -0.906 0.126
H -1.068 -4.497 -0.248 -0.658 0.670 0.398 0.113
H -3.421 -4.027 0.552 -0.580 -0.332 0.348 0.107
H -2.903 -2.577 -0.217 0.577 -0.635 -0.343 0.077
H -4.481 -3.437 2.469 -0.175 -0.352 -0.478 0.118
H -5.959 -3.032 4.157 0.513 0.418 -0.441 0.101
H -6.898 -1.754 5.919 1.239 0.894 -1.115 0.104
H -5.774 0.519 6.456 -0.415 -0.191 -1.008 0.103
H -4.289 1.525 4.746 0.244 -0.216 0.461 0.117
C 6.683 -2.860 -2.156 -1.126 -0.378 0.006 -0.116
C 7.113 -1.679 -1.647 -1.678 1.757 0.402 -0.096
C 6.127 -0.644 -1.416 2.361 -0.659 0.249 -0.100
C 4.784 -0.869 -1.642 0.775 0.868 -0.201 -0.425
C 4.355 -2.138 -2.046 -0.450 -0.202 0.745 -0.129
C 5.286 -3.121 -2.265 1.091 -0.026 -0.235 -0.087
As 3.532 0.628 -1.586 -0.500 -0.292 -0.583 1.371
C 3.110 0.482 -3.518 -1.790 1.103 -0.713 -0.378
C 3.919 0.060 -4.540 1.108 -0.916 -1.211 -0.126
C 3.511 0.101 -5.902 0.304 0.255 0.606 -0.084
C 2.273 0.624 -6.241 0.950 -0.632 -0.099 -0.128
C 1.410 1.012 -5.259 -0.780 0.641 1.195 -0.099
C 1.839 0.975 -3.937 -0.099 -0.144 1.638 -0.099
C 4.763 2.130 -1.653 -0.474 0.657 -0.017 -0.389
C 5.524 2.624 -2.709 -0.934 -1.070 0.000 -0.118
C 6.214 3.794 -2.603 0.053 1.300 -1.064 -0.121
C 6.096 4.598 -1.478 0.459 -1.542 1.703 -0.074
C 5.369 4.090 -0.371 0.281 1.404 -1.782 -0.081
C 4.623 2.952 -0.543 0.810 -0.945 0.485 -0.170
H 7.441 -3.545 -2.459 0.092 -0.917 -0.050 0.083
H 8.155 -1.512 -1.419 0.075 0.185 -0.177 0.092
H 6.598 0.305 -1.072 -1.078 -0.513 -0.296 0.106
H 3.272 -2.361 -2.071 0.702 0.141 -0.257 0.102
H 4.968 -4.114 -2.514 -0.142 -0.341 -0.285 0.089
H 4.897 -0.358 -4.275 -0.199 0.116 -0.322 0.101
H 4.142 -0.227 -6.733 0.131 -0.001 0.559 0.094
H 2.003 0.704 -7.267 -0.245 -0.046 -0.712 0.086
H 0.405 1.376 -5.505 0.449 -0.086 0.206 0.111
H 1.188 1.308 -3.109 0.036 -0.063 -0.687 0.083
H 5.458 2.171 -3.680 0.256 -0.547 -0.265 0.088
H 6.679 4.126 -3.543 0.165 0.158 0.707 0.102
H 6.744 5.435 -1.315 -0.046 0.689 -0.261 0.084
H 5.203 4.691 0.503 0.141 0.117 0.328 0.091
H 3.998 2.649 0.261 -0.637 -0.176 0.527 0.081
N -0.945 2.261 0.200 1.569 0.978 0.504 -0.395
C 0.076 3.086 0.425 -1.054 -1.422 -1.662 -0.572
C 0.326 3.706 1.709 0.022 0.972 1.993 -0.129
C 1.375 4.586 2.006 -0.919 -0.442 -2.212 -0.156
C 2.258 4.972 0.938 -1.546 -0.841 1.182 -0.209
C 1.997 4.455 -0.331 0.968 -0.389 -1.553 -0.214
C 1.039 3.480 -0.651 0.016 1.198 2.126 -0.093
H -0.450 3.549 2.526 0.962 0.142 -1.343 0.088
H 1.340 5.118 2.947 0.356 -0.050 0.300 0.071
H 2.986 5.724 1.080 0.768 0.707 0.115 0.036
H 2.748 4.833 -1.089 -1.141 -0.538 0.356 0.093
H 0.795 3.123 -1.641 0.245 0.086 -0.183 0.048
Br 0.147 1.870 8.763 0.275 -0.100 -0.389 0.600
C 0.031 1.563 6.855 -1.166 -0.584 1.135 -0.748
C 0.735 2.395 6.072 0.320 0.091 -2.965 -0.152
C 0.549 2.378 4.660 -0.271 -0.710 1.424 -0.038
C -0.402 1.515 4.113 0.013 0.162 0.355 -0.056
C -1.125 0.618 4.922 1.749 0.702 1.143 -0.097
C -0.855 0.636 6.319 -0.433 0.043 -1.143 -0.761
I -1.703 -0.719 7.616 -0.621 -0.658 -0.069 0.845
H 1.514 2.948 6.494 0.871 1.174 0.545 0.073
H 1.154 2.993 4.011 -0.054 0.082 0.009 0.073
H -0.564 1.573 3.038 -0.110 -0.237 0.080 0.074
H -1.740 -0.113 4.444 -0.517 -0.221 0.117 0.078
```
Forces are in eV/Å.

Properties
- LUMO level (eV) = 3.51
- multiplicity = 1
- charge = -2
- Kohn-Sham gap (hartree) = 0.1290
- HOMO level (eV) = 0.00

[3]
Below is a cluster of 2 separate species, CH5BrN3 in total, with properties calculated with the ωB97M-V functional and the def2-TZVPD basis.

XYZ file:
```
10
Properties=species:S:1:pos:R:3:forces:R:3:lowdin_charge:R:1
C 0.290 1.453 -0.359 -1.354 0.248 0.134 -0.307
N -0.775 0.790 -0.353 -1.708 0.551 0.145 0.070
N 1.337 1.941 -0.307 0.168 -0.199 0.482 0.309
N -0.260 -1.656 0.174 0.524 -0.194 -1.486 -0.348
Br 0.414 -1.416 1.953 0.122 -0.309 -1.046 0.736
H -1.729 1.209 -0.053 2.504 -0.788 -0.750 0.177
H -0.424 -0.545 -0.341 -0.528 -0.423 1.211 0.044
H 2.090 2.529 -0.516 0.829 0.617 -0.425 0.113
H -1.193 -2.023 0.337 -0.064 -0.263 -0.260 0.063
H 0.250 -2.283 -0.535 -0.493 0.760 1.996 0.143
```
Forces are in eV/Å.

Properties
- LUMO level (eV) = -4.94
- multiplicity = 1
- charge = +1
- Kohn-Sham gap (hartree) = 0.3692
- HOMO level (eV) = -14.98

[4]
Below is a structure of composition C3H3AgO4, with properties calculated with the ωB97M-V functional and the def2-TZVPD basis.

XYZ file:
```
11
Properties=species:S:1:pos:R:3:forces:R:3:lowdin_charge:R:1
O -1.557 0.382 1.421 0.241 -0.202 -0.659 0.105
C -1.735 0.177 0.249 -0.651 0.299 0.917 -0.193
C -0.636 0.198 -0.779 -0.704 0.009 -0.578 -0.105
H -2.751 -0.018 -0.158 0.281 0.009 0.022 0.152
H -0.613 -0.793 -1.258 -0.078 0.360 -0.144 0.157
H -0.833 0.998 -1.506 -0.085 -0.362 0.028 0.160
O 1.076 -1.498 0.627 0.373 -1.752 -1.533 0.282
C 1.484 -0.587 -0.093 -0.520 3.724 3.703 -0.631
O 0.618 0.493 -0.192 0.346 -1.309 -1.849 0.000
O 2.674 -0.143 -0.020 0.585 -2.761 -3.109 0.069
Ag 2.274 0.790 1.708 0.212 1.986 3.202 1.004
```
Forces are in eV/Å.

Properties
- LUMO level (alpha / beta) (eV) = -6.07 / -9.29
- ⟨S²⟩ = 0.76
- multiplicity = 2
- charge = +1
- Kohn-Sham gap (alpha / beta) (hartree) = 0.3128 / 0.1887
- HOMO level (alpha / beta) (eV) = -14.58 / -14.42

Relative energy (zero: lowest compared OMol25 entry of this formula, charge and spin)
In order: 199.8; 0.0; 167.0; 139.3
Unit: kJ/mol
Strongest force on any atom
In order: 6.64; 3.60; 2.73; 5.28
Unit: eV/A